11
Properties=species:S:1:pos:R:3 method="wB97M-V/def2-TZVPD" spin_multiplicity=1 homo_ev=-9.5936 smiles="C=Cc1nn[nH]n1" homo_lumo_gap_ev=10.0700 e_above_lowest_kcal_mol=78.5
C 2.12 -0.25 -0.15
C 1.14 0.70 0.03
C -0.26 0.33 -0.03
H 3.29 -0.19 0.15
H 1.77 -1.32 -0.32
H 1.27 1.85 0.44
H -2.74 -1.38 0.01
N -1.33 1.25 -0.11
N -2.42 0.60 -0.07
N -2.08 -0.70 0.00
N -0.76 -0.88 0.05